{"formula": "C29H30N6O2", "method": "ωB97M-V with the def2-TZVPD basis set", "total_charge": 0, "e_tot_ha": -1602.0906, "homo_energy_ev": -5.458, "homo_lumo_gap_ev": 3.13, "symbols": ["C", "N", "C", "C", "C", "C", "C", "C", "C", "N", "C", "C", "C", "C", "C", "C", "C", "C", "C", "C", "C", "C", "C", "C", "H", "H", "H", "H", "H", "H", "H", "H", "H", "H", "H", "H", "H", "H", "H", "H", "H", "H", "H", "H", "H", "H", "H", "C", "N", "C", "O", "N", "C", "C", "C", "C", "O", "N", "C", "N", "H", "H", "H", "H", "H", "H", "H"], "xyz": [[5.86645, 0.06374, 1.93199], [4.43331, -0.16438, 1.95067], [3.51641, 0.73997, 1.51979], [2.20816, 0.23053, 1.74732], [1.01430, 0.90591, 1.50300], [-0.29865, 0.33805, 1.60735], [-0.61992, -0.95404, 1.11330], [-1.86248, -1.53031, 1.32338], [-2.86717, -0.79770, 2.01967], [-4.08430, -1.36290, 2.26593], [-4.47629, -2.60905, 1.64358], [-3.30738, -3.57418, 1.58295], [-2.12729, -2.92699, 0.86436], [-5.19359, -0.57370, 2.75526], [-4.72965, 0.42425, 3.79937], [-3.60349, 1.29264, 3.24838], [-2.57874, 0.51766, 2.48570], [-1.34134, 1.07615, 2.22717], [2.39535, -1.08809, 2.37743], [1.55648, -2.02154, 2.96971], [2.10470, -3.19010, 3.52408], [3.49470, -3.39038, 3.56644], [4.36739, -2.41806, 3.05093], [3.79379, -1.30172, 2.45887], [6.37247, -0.80710, 2.35215], [6.20969, 0.23255, 0.90290], [6.11918, 0.95546, 2.52294], [3.81580, 1.68903, 1.08466], [1.09209, 1.98040, 1.32070], [0.13833, -1.52681, 0.57149], [-5.30655, -3.02281, 2.22954], [-4.85081, -2.41707, 0.62139], [-3.00997, -3.85614, 2.60016], [-3.62209, -4.48062, 1.06141], [-2.31853, -2.92690, -0.22002], [-1.22778, -3.53317, 1.02361], [-5.67079, -0.03702, 1.91487], [-5.93347, -1.26966, 3.16982], [-5.57748, 1.04417, 4.09781], [-4.37466, -0.11318, 4.68641], [-4.03030, 2.06827, 2.59511], [-3.11433, 1.81680, 4.07669], [-1.13304, 2.09030, 2.57645], [0.48339, -1.84240, 3.00929], [1.43872, -3.94856, 3.93751], [3.89502, -4.30013, 4.01122], [5.45055, -2.51211, 3.09759], [-0.11365, 0.75638, -7.57030], [0.37690, 1.39122, -6.37102], [0.58847, 2.77056, -6.49708], [0.36411, 3.36771, -7.54556], [1.07852, 3.46328, -5.35537], [1.30152, 4.89853, -5.46680], [1.31806, 2.78853, -4.20549], [1.08357, 1.37586, -4.07683], [0.59980, 0.60478, -5.20969], [0.39904, -0.60216, -5.19010], [1.39286, 1.01553, -2.81738], [1.81531, 2.17342, -2.20125], [1.77552, 3.27814, -3.02765], [-0.25979, -0.30018, -7.36336], [-1.05275, 1.22984, -7.86743], [0.61272, 0.89841, -8.37497], [1.64910, 5.23358, -4.49098], [2.05247, 5.08239, -6.24085], [0.36083, 5.38377, -5.74282], [2.15118, 2.22133, -1.16540]], "forces_ev_per_a": [[0.395, 0.254, -0.187], [-0.908, 1.191, -0.692], [0.174, -1.168, 0.714], [-0.025, -0.288, -0.173], [-0.005, -0.045, 0.259], [-0.219, 0.089, -0.362], [-0.121, -0.082, 0.496], [0.498, 0.688, 0.150], [0.189, 0.031, 0.109], [0.113, 0.024, 0.068], [0.060, -0.241, -0.370], [0.040, -0.003, 0.109], [-0.060, -0.530, -0.544], [-0.133, 0.397, -0.029], [0.061, -0.087, 0.117], [-0.434, 0.567, 0.142], [0.556, -0.179, -0.323], [0.105, -0.260, -0.130], [0.796, 0.089, -0.092], [-0.127, -0.656, 0.287], [0.090, 0.510, -0.130], [0.119, 0.449, -0.321], [-0.341, -0.321, 0.097], [-0.611, 0.171, 0.219], [-0.051, 0.248, -0.136], [-0.087, -0.180, 0.265], [-0.110, -0.343, -0.076], [-0.053, -0.231, 0.046], [-0.097, -0.168, 0.037], [-0.228, 0.231, 0.154], [0.208, 0.032, -0.156], [0.012, -0.068, 0.201], [-0.109, 0.042, -0.087], [0.088, 0.026, 0.071], [0.063, 0.000, 0.210], [-0.110, 0.090, -0.120], [0.021, -0.125, 0.166], [0.138, 0.226, -0.055], [0.094, -0.026, 0.062], [-0.096, 0.001, -0.109], [0.070, -0.124, 0.109], [-0.076, 0.005, -0.143], [-0.082, -0.249, -0.069], [0.314, -0.224, -0.030], [0.205, 0.261, -0.058], [-0.065, 0.248, -0.116], [-0.293, -0.204, 0.096], [-0.103, -0.051, -0.344], [0.263, 0.694, 0.447], [0.529, 0.776, 1.211], [0.087, -0.318, 0.461], [-0.734, -0.205, -2.247], [-0.103, -0.416, -0.145], [0.209, -2.314, 2.275], [0.071, 2.219, -1.041], [0.426, -0.067, 1.405], [-0.192, 0.219, -0.614], [0.871, 0.635, 2.162], [-1.121, -1.126, -2.730], [-0.083, -0.219, -0.156], [0.032, 0.061, 0.042], [0.086, -0.142, -0.079], [-0.165, -0.100, -0.005], [-0.023, 0.051, -0.123], [-0.135, 0.173, 0.120], [0.221, 0.095, 0.012], [-0.105, -0.033, -0.322]]}